Entry a
This record from the OMol25 dataset describes a cluster of 2 separate species, C5H16N2O in total. The level of theory is the ωB97M-V functional and the def2-TZVPD basis.

## Properties
**Structure (SMILES)**: NCCCCCN.O

Structure (ORCA input):
```
! RIJCOSX wB97M-V def2-TZVPD def2/J DEFGRID3
* xyz 0 1
N 0.831 -1.108 -1.577
C 1.016 0.331 -1.667
C 1.558 1.175 -0.506
C 0.516 2.206 -0.033
C -0.640 1.381 0.568
C -1.061 1.882 1.971
N -0.698 1.012 3.047
H 1.636 -1.671 -1.354
H -0.004 -1.357 -1.071
H 0.078 0.557 -2.200
H 1.787 0.621 -2.426
H 2.511 1.627 -0.817
H 2.093 0.542 0.275
H 0.970 2.888 0.682
H 0.362 2.842 -0.902
H -1.518 1.189 -0.090
H -0.256 0.381 0.788
H -0.679 2.908 2.224
H -2.158 2.068 1.986
H 0.152 0.483 3.000
H -1.438 0.622 3.601
O -1.583 -6.895 -2.203
H -2.335 -6.409 -1.858
H -1.142 -7.273 -1.438
*
```

Atom charges from the natural (NBO) analysis, given in e for atoms 1 to 5: N -0.852; C -0.250; C -0.420; C -0.407; C -0.432


Entry b
This record from the OMol25 dataset describes a cluster of 2 separate species, C5H16N2O in total. The level of theory is the ωB97M-V functional and the def2-TZVPD basis.

## Properties
**Structure (SMILES)**: C[C@@H](N)CCCN.O

Structure (ORCA input):
```
! RIJCOSX wB97M-V def2-TZVPD def2/J DEFGRID3
* xyz 0 1
C -1.399 -1.004 2.293
C -1.258 -0.799 0.733
N -2.023 0.334 0.108
C 0.186 -0.769 0.335
C 0.808 -2.084 -0.027
C 1.806 -1.658 -1.077
N 2.849 -0.790 -0.524
H -1.952 -0.213 2.887
H -0.426 -1.086 2.861
H -1.679 -1.973 2.493
H -1.800 -1.596 0.101
H -2.882 0.574 0.467
H -1.526 1.279 0.175
H 0.842 -0.180 1.058
H 0.349 -0.055 -0.573
H 1.039 -2.629 0.795
H 0.215 -2.880 -0.541
H 1.367 -1.075 -1.874
H 2.309 -2.535 -1.663
H 3.057 -1.110 0.344
H 2.911 0.211 -0.451
O -0.882 5.422 -1.565
H 0.026 5.106 -1.828
H -1.430 5.862 -2.365
*
```

Atom charges from the natural (NBO) analysis, given in e for atoms 1 to 5: C -0.644; C -0.058; N -0.842; C -0.403; C -0.446


Least stable: entry b


Entry a
This record from the OMol25 dataset describes the molecule C2H6N4. The level of theory is the ωB97M-V functional and the def2-TZVPD basis.

## Properties
**Structure (SMILES)**: [H]/N=C(/N)NN=C

Structure (ORCA input):
```
! RIJCOSX wB97M-V def2-TZVPD def2/J DEFGRID3
* xyz 0 1
H -0.177 -0.268 2.087
N -1.051 0.128 1.500
C -0.885 0.363 0.324
N -1.749 0.882 -0.560
N 0.275 0.179 -0.489
N 1.128 -0.811 0.127
C 2.246 -0.937 -0.588
H -2.457 1.443 -0.221
H -1.107 1.624 -1.053
H 0.118 0.160 -1.495
H 2.412 -0.595 -1.629
H 2.833 -1.565 -0.149
*
```

Atom charges from the natural (NBO) analysis, given in e for atoms 1 to 5: H 0.381; N -0.714; C 0.545; N -0.802; N -0.534


Entry b
This record from the OMol25 dataset describes a structure of composition C2H6N4. The level of theory is the ωB97M-V functional and the def2-TZVPD basis.

Structure (ORCA input):
```
! RIJCOSX wB97M-V def2-TZVPD def2/J DEFGRID3
* xyz 0 1
N -0.001 -1.243 0.184
C 0.443 -0.024 -0.167
N 1.809 0.209 -0.075
C -0.604 0.973 -0.185
N -1.240 -1.359 0.697
N -1.946 -0.307 0.250
H 0.645 -1.999 0.382
H 2.125 1.092 -0.440
H 2.271 -0.052 0.787
H -2.053 -0.406 -0.761
H -0.378 1.841 0.445
H -1.070 1.275 -1.116
*
```

Atom charges from the natural (NBO) analysis, given in e for atoms 1 to 5: N -0.307; C 0.262; N -0.825; C -0.401; N -0.205


Entry c
This record from the OMol25 dataset describes a structure of composition C2H6N4. The level of theory is the ωB97M-V functional and the def2-TZVPD basis.

Structure (ORCA input):
```
! RIJCOSX wB97M-V def2-TZVPD def2/J DEFGRID3
* xyz 0 1
C 0.305 -0.396 -0.002
C -0.769 1.736 0.545
N 0.527 -1.142 1.044
N 0.622 -1.341 -0.918
N 0.705 -2.275 0.129
N 0.033 0.893 -0.346
H -1.800 1.298 0.628
H -0.208 1.837 1.418
H -1.066 2.806 0.199
H 0.024 -1.671 -1.593
H 1.691 -2.757 0.258
H -0.064 1.012 -1.363
*
```

Atom charges from the natural (NBO) analysis, given in e for atoms 1 to 5: C 0.475; C -0.413; N -0.382; N -0.473; N -0.308


Entry d
This record from the OMol25 dataset describes the molecule C2H6N4. The level of theory is the ωB97M-V functional and the def2-TZVPD basis.

## Properties
**Structure (SMILES)**: [H]/N=C\N(N)/C=N/[H]

Structure (ORCA input):
```
! RIJCOSX wB97M-V def2-TZVPD def2/J DEFGRID3
* xyz 0 1
H -1.732 1.707 0.225
N -2.171 0.788 0.167
C -1.367 -0.212 0.022
N 0.029 -0.322 -0.045
N 0.684 -1.561 0.135
C 0.824 0.758 -0.326
N 2.124 0.692 -0.018
H 2.414 1.651 -0.233
H -1.868 -1.208 -0.063
H 0.794 -1.682 1.284
H 0.006 -2.341 -0.332
H 0.262 1.731 -0.815
*
```

Atom charges from the natural (NBO) analysis, given in e for atoms 1 to 5: H 0.336; N -0.661; C 0.277; N -0.342; N -0.624


Least stable: entry b


Entry a
This record from the OMol25 dataset describes a structure of composition C2H2BrF2I. The level of theory is the ωB97M-V functional and the def2-TZVPD basis.

Structure (ORCA input):
```
! RIJCOSX wB97M-V def2-TZVPD def2/J DEFGRID3
* xyz 0 1
C 1.453 -0.180 -0.481
C -1.426 -1.080 -0.154
F 2.881 0.045 -0.360
F 1.298 -1.490 0.029
Br -1.556 -1.380 1.666
I -1.938 -2.703 -1.355
H 0.868 0.543 -0.061
H 0.954 -0.281 -1.458
*
```

Atom charges from the natural (NBO) analysis, given in e for atoms 1 to 5: C 0.429; C -0.404; F -0.357; F -0.361; Br 0.160


Entry b
This record from the OMol25 dataset describes a structure of composition C2H2BrF2I. The level of theory is the ωB97M-V functional and the def2-TZVPD basis.

Structure (ORCA input):
```
! RIJCOSX wB97M-V def2-TZVPD def2/J DEFGRID3
* xyz 0 1
C 0.186 0.423 0.822
C -0.971 0.540 -0.232
F -0.377 0.777 2.083
F 1.135 1.242 0.656
Br -1.698 2.289 -0.185
I -2.408 -0.947 0.101
H 0.699 -0.662 0.904
H -0.447 0.525 -1.213
*
```

Atom charges from the natural (NBO) analysis, given in e for atoms 1 to 5: C 0.540; C -0.552; F -0.376; F -0.305; Br 0.088


Least stable: entry a


Entry a
This record from the OMol25 dataset describes the molecule C7H10S. The level of theory is the ωB97M-V functional and the def2-TZVPD basis.

## Properties
**Structure (SMILES)**: SCC/C=C/C1C=C1

Structure (ORCA input):
```
! RIJCOSX wB97M-V def2-TZVPD def2/J DEFGRID3
* xyz 0 1
S -4.399 -0.383 -0.075
C -2.463 -0.131 0.476
C -1.488 0.855 -0.309
C 0.088 0.971 0.157
C 0.939 0.127 -0.419
C 2.348 0.214 -0.152
C 3.051 -0.815 0.671
C 3.449 -0.852 -0.591
H -4.234 -1.746 -0.127
H -2.165 -1.190 0.508
H -2.537 0.254 1.527
H -1.474 0.851 -1.480
H -1.846 1.821 0.122
H 0.053 1.705 0.966
H 0.616 -0.535 -1.236
H 2.855 1.274 -0.135
H 3.170 -1.347 1.587
H 4.036 -1.074 -1.490
*
```

Atom charges from the natural (NBO) analysis, given in e for atoms 1 to 5: S -0.132; C -0.423; C -0.460; C -0.168; C -0.220


Entry b
This record from the OMol25 dataset describes the molecule C7H10S. The level of theory is the ωB97M-V functional and the def2-TZVPD basis.

Structure (ORCA input):
```
! RIJCOSX wB97M-V def2-TZVPD def2/J DEFGRID3
* xyz 0 1
C 0.284 -1.135 -0.635
C -1.015 -1.179 -0.783
C 0.963 0.009 -0.089
C -2.285 -0.430 1.360
C -0.911 1.535 -0.661
C 0.380 1.227 0.014
C 2.423 -0.332 0.048
S -2.056 0.159 -0.236
H 0.728 -2.044 -0.823
H -1.414 -2.184 -0.967
H -3.204 -0.101 1.771
H -1.527 -0.135 1.979
H -1.194 2.533 -0.259
H -0.638 1.417 -1.770
H 0.940 1.940 0.792
H 2.717 -1.445 0.277
H 2.854 0.330 0.858
H 2.957 -0.165 -0.876
*
```

Atom charges from the natural (NBO) analysis, given in e for atoms 1 to 5: C -0.250; C -0.343; C -0.051; C -0.926; C -0.640


Entry c
This record from the OMol25 dataset describes the molecule C7H10S. The level of theory is the ωB97M-V functional and the def2-TZVPD basis.

## Properties
**Structure (SMILES)**: C=C[C@H]1CC=C[C@@H]1S

Structure (ORCA input):
```
! RIJCOSX wB97M-V def2-TZVPD def2/J DEFGRID3
* xyz 0 1
C 1.634 -2.032 -0.468
C 1.415 -0.828 0.045
C 0.234 -0.203 0.619
C 0.357 1.269 0.881
C -0.474 1.908 -0.169
C -1.182 1.074 -0.936
C -1.052 -0.411 -0.636
S -2.458 -1.125 0.256
H 2.637 -2.253 -0.852
H 0.884 -2.841 -0.434
H 2.229 -0.141 0.041
H -0.142 -0.732 1.594
H 1.298 1.720 0.616
H -0.043 1.463 1.894
H -0.390 2.954 -0.409
H -1.799 1.344 -1.713
H -0.689 -1.111 -1.403
H -2.459 -0.052 1.073
*
```

Atom charges from the natural (NBO) analysis, given in e for atoms 1 to 5: C -0.403; C -0.191; C -0.238; C -0.476; C -0.155


Least stable: entry a